[1]
This record from the Open Molecules 2025 dataset describes a cluster of 5 separate species, C28H47Cl8FN3O7P2 in total at a distorted geometry. The level of theory is ωB97M-V with the def2-TZVPD basis set.

Geometry as XYZ:
```
96
Properties=species:S:1:pos:R:3:forces:R:3:lowdin_charge:R:1
H 1.343 -2.562 0.163 0.15 0.10 -0.41 0.0366
C 2.467 -0.528 -1.986 0.80 2.28 0.41 -0.2551
O 5.689 -1.914 0.297 -0.96 0.22 -1.27 -0.1366
H 6.143 -2.379 -0.424 0.18 0.10 0.11 0.0960
H 0.357 -2.262 -1.318 0.08 0.06 0.24 0.1427
C 2.265 2.712 -0.206 0.45 1.40 -0.07 0.0162
H -2.648 -0.872 -5.852 0.03 0.03 0.33 0.1258
Cl -2.460 1.632 4.318 -0.05 -0.02 -0.05 0.5570
H 2.500 2.161 0.705 -0.34 -0.23 -0.32 0.1132
P 2.859 -0.600 0.695 -0.94 0.45 1.44 0.9976
H -0.893 -2.529 -4.558 0.14 0.31 0.13 0.0882
C 2.895 0.987 -1.992 0.22 -0.34 -1.36 0.0115
O 3.782 -3.209 -0.919 0.40 1.30 -0.24 -0.1573
C -4.395 -1.017 -1.479 -0.93 -0.31 0.13 -0.2651
H 3.402 7.904 0.644 -0.04 0.06 -0.03 0.0726
N 1.811 1.822 -1.311 2.04 -0.80 -0.47 -0.1142
H -0.700 -1.943 -6.201 0.08 0.05 0.27 0.0866
H 0.153 -1.071 -4.943 -0.06 -0.41 0.25 0.0467
Cl -3.499 -3.064 5.126 0.02 -0.01 -0.05 0.5452
H -2.786 3.612 3.078 -0.06 -0.02 0.11 0.0707
Cl -2.803 4.699 5.759 0.00 -0.03 0.02 0.5554
C -1.952 -0.627 -5.036 -0.12 0.25 -0.16 -0.3437
H -1.019 -2.899 1.876 0.03 -0.39 -0.36 0.0059
H -5.130 -2.120 0.246 -0.08 0.24 0.08 0.0838
C 2.213 -1.948 -3.710 -1.90 -1.95 -0.44 -0.3205
Cl 0.757 -4.982 1.030 0.41 -0.29 0.13 0.6540
O 0.929 4.792 -0.598 0.63 -0.62 -0.18 0.1404
H -0.418 -1.568 6.498 0.02 -0.07 -0.04 0.0770
O 0.629 3.601 1.252 0.39 -0.14 -0.57 0.1263
N -0.402 -1.440 0.469 0.54 -0.32 -0.13 -0.0718
H -1.137 2.996 2.943 0.02 0.02 0.09 0.0391
H -2.635 -0.544 -0.390 -0.17 -0.10 -0.21 0.1036
H -5.964 -1.484 -2.898 0.16 0.06 0.14 0.1198
P 4.145 -2.348 0.397 0.76 -2.04 0.89 0.2787
H -0.752 1.791 -2.051 0.26 -0.09 0.30 0.1430
H 2.233 -7.414 0.454 -0.07 0.01 0.02 0.0685
H -2.378 -2.836 7.173 0.01 0.08 -0.02 0.0767
H 1.105 7.914 -0.149 0.04 0.00 0.00 0.0581
C -2.749 -0.733 -3.742 0.63 -0.27 -0.61 -0.1425
Cl 3.165 8.897 2.750 -0.03 -0.05 0.01 0.5661
H -0.947 -3.467 0.149 -0.14 0.07 0.20 0.0290
C 1.343 8.470 0.758 0.01 -0.01 -0.11 -0.6681
C -0.770 -1.618 -5.152 -0.19 0.52 -0.73 -0.0485
H 2.962 -3.713 -0.796 0.13 -0.16 0.04 0.0722
H -2.269 -2.450 0.732 0.26 0.06 -0.10 0.0728
C 0.814 0.792 -0.861 -2.31 -0.36 2.60 -0.1375
C 1.191 3.747 0.189 -0.99 -0.12 1.39 -0.4670
C -1.193 -2.650 0.828 -0.58 0.73 0.19 -0.1420
C -2.218 -0.527 -2.466 -0.95 -0.42 -1.16 -0.1951
H 2.877 1.325 -3.035 -0.06 -0.04 0.24 0.1570
O 1.852 -0.764 -3.268 0.80 -0.61 0.16 0.0194
C -5.269 -1.149 -0.239 0.31 0.72 -0.55 -0.0329
H 2.449 6.895 1.740 -0.06 0.05 0.06 0.0550
C 2.160 -7.284 1.532 0.02 -0.03 -0.02 -0.6606
C -0.615 0.850 -1.483 0.44 0.70 -0.60 -0.1048
Cl -0.473 -1.849 4.170 0.11 0.05 -0.01 0.5641
C -1.476 4.158 4.705 0.08 0.08 -0.03 -0.6678
O 3.970 -3.197 1.575 -0.63 0.38 0.44 -0.3031
F 1.439 2.713 -2.305 -1.00 -0.24 0.07 0.0978
H -1.462 -3.827 6.035 -0.02 0.02 -0.07 0.0694
Cl 0.755 -8.215 2.107 -0.02 0.01 -0.04 0.5515
H -1.832 -0.793 5.785 -0.02 -0.04 -0.11 0.0300
H 3.436 -1.035 -1.979 -0.56 -0.55 0.32 0.1240
O -0.867 -0.207 -2.374 0.05 -0.02 0.80 -0.0517
C 0.733 -1.823 -0.383 -0.81 0.50 -0.28 -0.2521
C -3.059 -0.695 -1.386 1.15 0.52 1.50 -0.0016
H 2.999 -5.318 1.654 -0.03 0.05 0.00 0.0413
H -4.516 -1.280 -4.816 0.25 0.11 0.10 0.1214
C 2.599 7.913 1.382 0.10 -0.01 -0.05 -0.6841
Cl -0.067 8.328 1.841 0.01 -0.08 -0.03 0.5426
H -2.438 1.464 -5.056 0.25 -0.01 -0.26 0.0877
H -1.057 5.049 4.238 -0.04 -0.02 -0.05 0.0681
N 2.175 -3.067 -4.048 0.84 1.95 0.43 0.2193
H 3.044 -7.725 1.990 -0.01 0.07 0.05 0.0768
H 3.180 3.243 -0.504 -0.27 -0.25 -0.33 0.1636
C 1.552 -0.562 -0.710 2.49 -0.11 -1.97 -0.4427
C -1.543 0.854 -5.248 -0.48 -0.32 0.65 -0.0481
C 2.071 -5.827 1.909 0.30 -0.19 0.04 -0.6148
H -1.175 1.075 -6.255 0.16 -0.11 0.25 0.0831
H -0.826 1.117 -4.456 0.13 0.09 -0.49 0.0597
H -6.316 -1.004 -0.526 0.16 -0.29 0.13 0.0796
C -1.949 3.201 3.639 0.11 0.04 -0.13 -0.6626
C -1.227 -1.696 5.781 -0.04 0.10 0.28 -0.6475
H -1.292 0.910 -0.630 0.04 -0.41 -0.23 0.1235
C -4.921 -1.217 -2.742 0.12 -0.06 -0.17 -0.0317
H 1.894 -5.698 2.974 -0.14 0.01 -0.05 0.0784
H 0.036 -1.091 1.321 -0.36 0.00 0.14 0.0707
C -4.081 -1.088 -3.835 -0.75 -0.20 -0.35 -0.0211
H 0.630 1.071 0.190 -0.18 0.30 -0.40 0.1418
H 1.459 9.518 0.493 0.00 0.00 0.09 0.0733
H 3.737 0.508 0.582 0.09 -0.33 -0.59 -0.0641
H -0.709 3.708 5.332 -0.07 -0.05 0.02 0.0695
C -2.041 -2.913 6.140 0.01 -0.06 0.05 -0.6563
H -5.020 -0.312 0.427 -0.05 -0.48 0.20 0.0824
H 3.901 1.219 -1.633 -0.42 -0.13 0.44 0.1395
H 0.248 5.302 -0.122 0.01 0.08 -0.09 0.1453
```
Forces are in eV/Å.

The HOMO-LUMO gap is 7.446 eV. As for the HOMO energy: -10.87 eV. As for the total charge: +1. As for the LUMO energy: -0.126 Eh.

[2]
This record from the Open Molecules 2025 dataset describes a cluster of 7 separate species, C28H47F9O18 in total at a distorted geometry. The level of theory is ωB97M-V with the def2-TZVPD basis set.

Geometry as XYZ:
```
102
Properties=species:S:1:pos:R:3:forces:R:3:lowdin_charge:R:1
C -3.865 -18.043 -19.822 0.79 0.00 -0.62 -0.0658
H 3.793 -19.417 -21.576 -0.12 0.12 -0.30 0.0803
H -4.596 -23.856 -21.449 -0.20 0.20 -0.29 0.0719
O 3.738 -15.664 -28.958 0.02 -0.36 -0.23 0.1266
H 2.012 -19.116 -21.560 0.21 0.16 -0.13 0.0708
C -3.877 -18.975 -31.258 -0.07 0.70 -1.23 -0.2066
H 0.602 -17.505 -24.854 0.10 -0.12 0.14 0.0709
H -4.869 -25.330 -19.478 0.42 -0.37 -0.47 0.1229
H 1.476 -15.271 -26.020 0.13 0.39 -0.07 0.0973
O -6.990 -20.583 -20.285 0.02 -0.70 -0.35 0.1244
H -6.397 -23.717 -21.579 0.22 -0.17 -0.31 0.0857
H -5.572 -23.021 -20.255 0.06 -0.36 0.46 0.0717
C 2.815 -20.263 -19.918 -0.07 -1.06 -1.26 -0.2168
H -9.272 -19.833 -21.393 0.17 0.13 -0.04 0.0976
H 4.485 -19.836 -24.005 0.48 0.11 0.03 0.0673
O -4.685 -27.695 -19.842 0.15 -0.47 0.05 0.1629
O 2.811 -16.680 -22.734 -1.34 0.22 -0.52 -0.0167
H 2.655 -20.694 -22.038 -0.01 -0.06 0.08 0.0817
H 3.681 -15.179 -21.594 -0.22 0.07 -0.19 0.0999
C -5.001 -27.401 -20.957 -0.03 0.46 0.75 -0.3869
H 6.731 -18.832 -17.345 0.25 -0.03 -0.44 0.0998
F -4.745 -27.801 -23.285 -0.33 -0.22 -0.26 0.1740
H 5.148 -17.728 -25.647 -0.10 0.16 0.16 0.1264
H -6.543 -25.401 -19.695 -0.28 -0.17 -0.47 0.1318
F -6.003 -29.171 -22.106 -0.16 -0.03 -0.43 0.1747
C 4.509 -19.712 -25.085 -1.29 -0.01 -0.50 -0.0381
H 4.604 -11.519 -31.174 -0.31 0.35 0.46 0.0707
F -3.436 -20.860 -27.757 -0.28 -0.06 -0.01 0.1900
O 3.320 -19.212 -19.114 -0.33 0.31 0.72 0.0368
H -4.767 -20.039 -20.027 0.13 0.22 -0.19 0.1151
C -5.548 -23.887 -20.917 -0.05 0.12 -0.27 -0.0581
H 5.223 -11.578 -29.437 -0.18 0.33 -0.14 0.0801
H -3.877 -17.844 -20.895 -0.44 0.33 0.08 0.0727
H 6.883 -17.428 -18.535 -0.09 -0.56 -0.40 0.1002
H 2.702 -16.306 -26.765 0.19 0.29 0.04 0.0670
F -3.180 -19.010 -26.661 -0.02 -0.03 0.28 0.1740
O -0.926 -20.395 -24.279 0.15 -0.66 -0.38 0.0336
H -4.656 -19.603 -31.689 -0.06 -0.14 0.39 0.1254
F -3.998 -20.996 -24.720 -0.19 0.19 -0.09 0.1784
C -9.430 -19.385 -20.411 -0.61 -1.45 -0.22 -0.0517
H 3.598 -16.730 -20.843 -0.24 -0.06 0.05 0.0886
C 0.137 -19.447 -24.045 -0.39 0.64 0.55 -0.1753
O 3.652 -13.423 -29.091 0.18 0.39 -0.37 0.0468
H 5.413 -14.128 -29.980 -0.30 -0.42 0.21 0.1191
H 2.110 -15.766 -20.996 -0.30 -0.22 -0.46 0.0983
C 1.946 -15.546 -26.961 -0.30 -1.43 0.03 -0.0510
C 6.292 -17.934 -17.774 -0.12 0.51 1.18 -0.0299
H 5.406 -20.104 -25.557 0.23 0.18 0.27 0.0796
H -4.677 -19.405 -18.396 -0.11 -0.04 -0.01 0.1272
C 4.569 -13.482 -30.198 0.68 1.13 -0.15 -0.1957
H 3.418 -21.172 -19.888 0.25 0.23 0.62 0.1211
H -0.106 -18.942 -23.109 0.18 0.02 -0.04 0.1144
F -1.524 -19.867 -27.781 0.01 -0.04 0.24 0.1522
H 6.153 -12.170 -30.808 0.05 -0.02 0.11 0.0719
C -4.900 -28.421 -22.118 0.24 0.71 0.57 -0.5607
H 1.197 -16.050 -27.580 -0.04 0.26 -0.10 0.1045
O 2.468 -14.408 -27.597 -0.23 0.88 0.19 0.0201
H 1.065 -19.999 -23.910 -0.14 -0.19 -0.14 0.1149
O 4.939 -18.171 -18.139 -0.50 0.72 0.08 0.0091
C -2.042 -20.248 -23.587 0.81 -0.29 -0.32 -0.4008
H -3.939 -17.135 -19.226 -0.50 0.05 -0.14 0.0779
H 4.042 -13.831 -31.081 -0.01 -0.19 -0.01 0.1266
C 3.854 -16.946 -23.513 0.56 -0.84 0.74 -0.6124
H 0.846 -18.824 -25.981 -0.22 -0.02 -0.14 0.0816
H -0.801 -18.257 -25.577 0.00 -0.12 -0.03 0.0773
H -9.759 -20.195 -19.756 0.18 -0.02 0.08 0.0974
H -4.322 -17.993 -31.094 0.28 0.04 0.16 0.1235
H 1.814 -20.542 -19.597 0.01 0.39 0.39 0.1252
O 3.389 -17.593 -24.575 -1.29 0.15 -0.20 -0.0007
C 3.318 -14.597 -28.600 -0.02 -0.62 0.50 -0.6239
C -7.127 -19.440 -19.955 0.14 -0.31 0.25 -0.6264
C 5.144 -12.066 -30.404 0.08 -0.95 -0.44 -0.0557
H 3.698 -18.258 -26.468 -0.23 0.14 0.12 0.1132
C -3.030 -21.392 -23.904 0.23 -0.55 0.24 -0.5439
O 4.999 -16.742 -23.219 0.27 0.21 -0.34 0.1461
C -4.848 -19.124 -19.440 0.60 -0.43 0.65 -0.2061
F -3.577 -21.831 -22.765 -0.10 0.22 0.00 0.1598
O -8.264 -18.779 -19.911 -0.67 1.37 0.06 0.0189
O -5.489 -26.216 -21.302 0.11 -0.64 -0.65 0.0394
H -2.820 -18.341 -19.687 -0.20 -0.54 0.30 0.0778
O -3.165 -17.606 -28.979 0.20 0.48 0.30 0.1792
H 3.691 -20.329 -25.471 0.03 -0.12 0.16 0.0715
C -5.623 -25.247 -20.264 -0.26 1.08 1.31 -0.2155
C -2.729 -18.966 -32.267 0.05 -0.66 0.36 -0.0529
C 4.208 -18.267 -25.508 1.76 -0.26 -0.03 -0.2109
C 2.807 -19.840 -21.377 -0.07 0.23 0.22 -0.0597
F -2.407 -22.436 -24.463 -0.06 0.10 -0.10 0.1661
H -3.005 -18.424 -33.169 0.02 0.12 0.06 0.0797
O 5.396 -20.041 -19.308 0.22 0.17 0.26 0.1265
H -10.268 -18.697 -20.474 0.45 0.55 0.12 0.0925
C -3.180 -18.794 -28.995 -0.71 -0.29 -0.56 -0.3961
H 6.190 -17.204 -16.965 0.10 -0.15 -0.04 0.0952
O -6.180 -18.627 -19.526 0.09 0.78 -0.01 0.0498
C 4.634 -19.214 -18.873 0.28 -0.97 -1.01 -0.6178
O -2.254 -19.400 -22.782 -0.70 0.52 0.58 0.1663
O -3.481 -19.560 -30.032 0.07 -0.92 0.52 0.0340
C 3.031 -16.052 -21.491 1.66 0.18 0.74 -0.0396
F -3.855 -29.218 -21.933 0.08 -0.11 0.02 0.1757
H -1.781 -18.610 -31.865 -0.19 0.41 0.08 0.0808
C -2.860 -19.672 -27.764 0.73 0.36 -0.44 -0.5522
C 0.194 -18.462 -25.185 0.32 0.35 -0.25 -0.0420
H -2.539 -20.007 -32.541 0.01 0.05 -0.15 0.0777
```
Forces are in eV/Å.

The HOMO-LUMO gap is 11.273 eV. As for the SMILES: CCOC(=O)C(F)(F)F.CCOC(=O)C(F)(F)F.CCOC(=O)C(F)(F)F.CCOC(=O)OC.CCOC(=O)OC.CCOC(=O)OC.CCOC(=O)OC. As for the energy above the lowest of the compared OMol25 structures with the same formula, charge and spin: 0.0 kJ/mol. As for the HOMO energy: -10.81 eV. As for the total charge: 0. As for the LUMO energy: 0.017 Eh.